[1]
ORCA calculation (ωB97M-V/def2-TZVPD) on a 2-piece molecular cluster, C36H29NO2 overall.

Net charge: 0
Maximum force in hartree/bohr: 0.0232
Highest occupied orbital energy in eV: -5.3
LUMO in eV: -2.6474
E in hartree: -1594.370719
HOMO-LUMO gap in eV: 2.7

Last column: Löwdin charge in e.
Positions of all 68 atoms, in Å:
C  4.84  0.58  -1.79  -0.065
C  3.65  1.43  -1.42  -0.209
O  2.51  0.90  -2.16  -0.016
C  1.37  1.62  -2.03  -0.458
C  0.26  0.90  -2.69  0.007
N  -0.95  1.07  -2.27  0.155
C  -1.92  0.18  -2.10  -0.146
C  -3.29  0.67  -2.00  -0.166
C  -4.36  -0.15  -1.56  -0.039
C  -5.65  0.37  -1.47  -0.077
C  -5.88  1.72  -1.77  -0.076
C  -4.82  2.55  -2.18  -0.067
C  -3.53  2.03  -2.27  -0.013
C  -1.59  -1.26  -2.01  -0.161
C  -2.35  -2.21  -2.71  -0.034
C  -1.94  -3.55  -2.77  -0.072
C  -0.76  -3.94  -2.14  -0.074
C  0.01  -3.01  -1.42  -0.055
C  -0.42  -1.68  -1.35  -0.015
O  1.27  2.67  -1.42  0.117
H  5.64  0.69  -1.05  0.077
H  4.57  -0.48  -1.84  0.084
H  5.23  0.92  -2.76  0.076
H  3.45  1.38  -0.35  0.093
H  3.79  2.49  -1.69  0.132
H  0.56  0.22  -3.50  0.150
H  -4.16  -1.19  -1.30  0.110
H  -6.46  -0.28  -1.16  0.108
H  -6.89  2.13  -1.69  0.105
H  -4.99  3.60  -2.41  0.106
H  -2.68  2.66  -2.56  0.116
H  -3.26  -1.89  -3.23  0.117
H  -2.54  -4.27  -3.31  0.107
H  -0.42  -4.98  -2.21  0.107
H  0.94  -3.30  -0.94  0.107
H  0.16  -0.95  -0.77  0.113
C  0.74  -0.03  2.00  -0.074
C  -0.61  -0.50  2.21  -0.172
C  -1.70  0.14  1.59  -0.042
C  -3.00  -0.25  1.89  -0.083
C  -3.24  -1.26  2.84  -0.092
C  -2.16  -1.92  3.44  -0.083
C  -0.85  -1.56  3.11  -0.026
C  1.93  -0.86  2.03  -0.126
C  3.08  0.01  1.98  -0.129
C  4.36  -0.51  2.02  -0.030
C  4.52  -1.90  2.11  -0.092
C  3.41  -2.75  2.15  -0.091
C  2.11  -2.24  2.09  -0.042
C  2.59  1.38  1.93  -0.148
C  1.15  1.35  1.91  -0.121
C  0.43  2.54  1.94  -0.016
C  1.13  3.75  1.92  -0.081
C  2.53  3.78  1.91  -0.083
C  3.28  2.59  1.93  -0.036
H  -1.50  0.94  0.88  0.103
H  -3.84  0.26  1.40  0.097
H  -4.26  -1.53  3.10  0.098
H  -2.33  -2.71  4.17  0.102
H  -0.01  -2.07  3.58  0.107
H  5.21  0.18  1.99  0.110
H  5.53  -2.32  2.15  0.095
H  3.56  -3.83  2.23  0.097
H  1.24  -2.89  2.08  0.100
H  -0.65  2.51  1.98  0.100
H  0.57  4.69  1.90  0.101
H  3.06  4.74  1.87  0.097
H  4.37  2.58  1.94  0.111

***

[2]
ORCA calculation (ωB97M-V/def2-TZVPD) on one molecule with the formula C3H9N3S.

Net charge: 0
Maximum force in hartree/bohr: 0.0594
Structure (SMILES): CN/C(=N/N)SC
Highest occupied orbital energy in eV: -8.1
LUMO in eV: 0.8191
E in hartree: -682.113792
Energy relative to the best compared isomer or geometry (same formula, charge and spin) in kJ/mol: 136.8
HOMO-LUMO gap in eV: 8.9

Last column: Löwdin charge in e.
Positions of all 16 atoms, in Å:
C  -1.37  -1.48  -0.62  -0.113
C  0.65  -0.27  0.00  -0.708
C  -1.12  1.82  0.48  -0.386
H  -0.94  -2.10  -1.38  0.066
H  -1.79  -0.60  -1.13  0.061
H  -2.20  -2.08  -0.14  0.099
H  -0.02  -1.83  0.92  0.115
H  -2.03  1.23  0.29  0.035
H  -1.40  2.85  0.22  0.038
H  -0.84  1.70  1.46  0.005
H  3.76  -0.14  0.31  0.092
H  2.69  1.12  -0.05  0.023
N  -0.41  -1.05  0.41  -0.098
N  1.85  -0.68  0.12  -0.061
N  2.91  0.14  -0.24  -0.045
S  0.25  1.37  -0.64  0.877